This record from the Open Molecules 2025 dataset describes a gas-phase ion, C3H5N2 (charge +1) in a non-equilibrium geometry. The level of theory is the ωB97M-V functional and the def2-TZVPD basis.

**E_HOMO**: -0.5876 Eh
**Net charge**: +1
**LUMO**: -4.99 eV
**Energy relative to the best compared isomer or geometry (same formula, charge and spin)**: 79.5 kcal/mol

The geometry in XYZ format:
```
10
Properties=species:S:1:pos:R:3:mulliken_charge:R:1
H -2.04 -0.38 -1.00 0.2908
N -1.08 -0.08 -0.80 -0.4684
C -0.55 -0.66 0.18 -0.0193
C 0.77 -0.06 0.68 -0.6192
N 1.03 1.00 -0.14 -0.0308
C 0.74 1.55 -1.13 0.2298
H -0.90 -1.45 0.72 0.4821
H 1.53 -0.72 0.76 0.3557
H 0.80 0.33 1.70 0.3422
H 0.83 2.20 -1.93 0.4371
```